No. 1
Formula: C2H7IP2
Source: the Open Molecules 2025 dataset
Level of theory: ωB97M-V/def2-TZVPD

Results
energy above the lowest of the compared OMol25 structures with the same formula, charge and spin = 33.1 kcal/mol
gap between HOMO and LUMO = 0.311 Eh

Each line ends with the natural charge from an NBO analysis.
CARTESIAN COORDINATES (ANGSTROEM)
1 C 0.3555 -0.0159 -0.9079  -0.9572
2 C 0.8594 -0.8192 2.0597  -0.9542
3 P -1.2882 -0.2103 -0.0114  0.2282
4 P -0.9808 -0.6932 1.9538  0.2705
5 I -1.8154 2.7348 -2.8392  -0.0806
6 H 1.1384 0.3067 -0.3215  0.2096
7 H 0.1200 0.8275 -1.6434  0.2493
8 H 0.6773 -1.0524 -1.2628  0.2460
9 H 1.2102 -1.7353 1.5781  0.2373
10 H 1.0611 -0.8283 3.2138  0.2373
11 H 1.2978 -0.0646 1.5063  0.2205
12 H -2.6354 1.5500 -3.3256  0.0933

Forces on the atoms, in the same order (eV/Å):
C -2.03 -0.80 -1.37
C -0.95 -1.76 2.95
P 0.12 -0.07 0.53
P 0.03 0.11 -1.28
I 1.07 1.73 0.61
H 1.63 0.87 1.45
H 0.62 -1.77 0.37
H -0.62 1.57 -0.32
H -0.11 -0.23 0.42
H 0.26 0.12 -2.34
H 1.10 1.87 -0.39
H -1.13 -1.65 -0.64

***

No. 2
Formula: C2F3O2S
Source: the Open Molecules 2025 dataset
Level of theory: ωB97M-V/def2-TZVPD

Results
energy above the lowest of the compared OMol25 structures with the same formula, charge and spin = 4.5 kcal/mol
gap between HOMO and LUMO = 0.259 Eh
net charge = -1

Each line ends with the natural charge from an NBO analysis.
CARTESIAN COORDINATES (ANGSTROEM)
1 C -0.8332 0.0916 0.7701  0.4764
2 C 0.2851 0.6456 0.3149  0.0360
3 O 0.8295 1.7507 0.2902  -0.7573
4 O 1.1965 -1.7773 -0.6908  -0.9323
5 F -1.7395 0.6385 1.6942  -0.3696
6 F -1.1640 -1.2316 0.5787  -0.3499
7 F 0.1637 0.2123 -2.0441  -0.5437
8 S 1.2619 -0.3298 -0.9133  1.4403

Forces on the atoms, in the same order (eV/Å):
C -1.62 -1.03 1.37
C 0.39 -0.97 -0.59
O 0.45 2.28 0.73
O -0.01 0.12 -0.79
F 1.11 -0.45 -1.12
F 0.04 1.00 0.25
F 0.26 -0.72 -0.72
S -0.63 -0.23 0.86

***

No. 3
Formula: C3H4FNO
Source: the Open Molecules 2025 dataset
Level of theory: ωB97M-V/def2-TZVPD

Results
energy above the lowest of the compared OMol25 structures with the same formula, charge and spin = 39.0 kcal/mol
gap between HOMO and LUMO = 0.378 Eh

Each line ends with the natural charge from an NBO analysis.
CARTESIAN COORDINATES (ANGSTROEM)
1 C -1.0948 0.3769 -0.5259  -0.3891
2 C -1.6363 1.1305 0.4389  0.1952
3 C -0.0972 -0.0165 0.4841  0.5801
4 N 0.9713 -0.6487 0.4857  -0.6885
5 O -0.7546 0.7680 1.4664  -0.5163
6 F 2.6880 -1.5939 -1.7290  -0.5945
7 H -1.2469 0.1600 -1.5584  0.2425
8 H -2.4333 1.8302 0.5883  0.2162
9 H 2.1243 -1.3276 -1.0151  0.5742
10 H 1.4796 -0.6790 1.3649  0.3803

Forces on the atoms, in the same order (eV/Å):
C -0.37 0.30 0.22
C 0.35 -0.67 -0.70
C 0.02 0.18 -0.69
N 0.31 -0.30 0.08
O 0.32 0.08 0.89
F -0.36 0.17 0.48
H -0.08 0.01 -0.27
H -0.13 0.15 0.15
H 0.13 -0.08 -0.30
H -0.18 0.16 0.16

***

No. 4
Formula: C14H22ClNOs
Source: the Open Molecules 2025 dataset
Level of theory: ωB97M-V/def2-TZVPD

Results
energy above the lowest of the compared OMol25 structures with the same formula, charge and spin = 7.1 kcal/mol
expectation value of S² = 6.031
gap between HOMO and LUMO (alpha / beta) = 0.217 / 0.111 Eh
net charge = +2
2S+1 = 5

Each line ends with the natural charge from an NBO analysis.
CARTESIAN COORDINATES (ANGSTROEM)
1 C 5.7092 -1.8218 -3.2637  0.0505
2 C 5.7267 -3.3531 -3.3600  -0.6328
3 C 5.7149 -1.1922 -4.6628  -0.6321
4 C 6.9029 -1.3195 -2.4409  -0.6329
5 Cl 4.1828 -1.3205 -2.4225  -0.1675
6 H 6.6267 -1.4811 -5.1911  0.2351
7 H 5.6877 -0.1012 -4.5998  0.2179
8 H 4.8578 -1.5348 -5.2484  0.2178
9 H 6.6388 -3.6778 -3.8666  0.2350
10 H 4.8700 -3.7184 -3.9323  0.2177
11 H 5.7086 -3.8074 -2.3658  0.2208
12 H 7.8347 -1.6103 -2.9324  0.2352
13 H 6.8969 -1.7537 -1.4377  0.2205
14 H 6.8882 -0.2298 -2.3555  0.2177
15 C -2.1537 -0.6841 -0.6325  -0.3198
16 C -1.6450 0.1109 -1.7172  -0.2920
17 C -0.4837 -0.5656 -2.2357  -0.3583
18 H -2.0819 1.0264 -2.1007  0.3007
19 C -0.3481 -1.8165 -1.5290  -0.1145
20 C -1.3825 -1.9008 -0.5635  -0.1770
21 H -1.6028 -2.7452 0.0904  0.2954
22 H -3.0373 -0.4498 -0.0346  0.3077
23 H 0.1323 -0.2232 -3.0692  0.3149
24 H 0.4149 -2.5686 -1.7337  0.3074
25 C 0.7604 1.4739 1.7525  -0.1775
26 C -0.4622 1.9775 1.1786  -0.3202
27 C -0.1948 2.3669 -0.1798  -0.2955
28 H -1.4040 2.1314 1.7091  0.3079
29 C 1.1653 1.9931 -0.4734  -0.3559
30 C 1.7478 1.4625 0.7344  -0.1201
31 H 2.7823 1.1314 0.8355  0.3067
32 H 0.8926 1.1937 2.7980  0.2964
33 H -0.8761 2.8908 -0.8418  0.3011
34 H 1.6780 2.1556 -1.4226  0.3145
35 Os -0.2109 0.3342 -0.2839  1.3952
36 N 0.8702 -1.7694 1.7667  -1.0174
37 H 0.1065 -1.9765 1.1570  0.3356
38 H 0.8378 -2.3155 2.6674  0.4324
39 H 0.8319 -0.7835 1.9076  0.3295

Forces on the atoms, in the same order (eV/Å):
C 1.26 -0.41 -0.72
C -0.26 0.22 0.16
C -0.24 0.02 0.26
C -0.36 0.04 0.08
Cl -0.51 0.17 0.28
H -0.05 -0.02 0.11
H 0.00 -0.11 -0.01
H 0.09 0.03 0.06
H -0.05 0.11 0.03
H 0.09 0.04 0.06
H 0.00 0.05 -0.10
H -0.12 -0.01 -0.02
H -0.01 0.05 -0.11
H 0.00 -0.11 -0.01
C -0.34 -0.09 0.08
C -1.50 -0.21 -1.59
C -0.16 -0.50 -0.84
H -0.13 -0.33 -0.18
C -0.24 -0.20 -0.39
C -0.52 -0.48 -0.51
H 0.16 0.27 -0.16
H 0.32 -0.10 -0.21
H -0.17 -0.20 0.22
H -0.11 0.26 0.18
C 0.29 0.72 0.31
C -0.14 0.25 0.26
C 0.04 2.33 0.04
H 0.33 -0.05 -0.17
C 0.60 0.79 0.03
C 0.21 0.45 0.12
H -0.34 -0.06 -0.05
H -0.01 0.00 -0.35
H 0.24 0.22 0.22
H -0.07 -0.03 0.32
Os 1.64 -2.91 2.40
N 0.38 -0.70 0.50
H -0.46 -0.89 0.10
H -0.12 0.92 -1.34
H 0.27 0.48 0.92

***

- The lowest energy above the lowest of the compared OMol25 structures with the same formula, charge and spin belongs to which entry?
  C2F3O2S